Below is a molecular structure, C2H2IN3, with properties calculated with ωB97M-V/def2-TZVPD.

The value obtained for the LUMO energy is -0.0068 Ha. The HOMO energy is -9.8 eV. For the orbital gap, the calculation gives 9.60 eV. Its multiplicity is 1.

Element x y z (Å)
C1 0.184 0.221 0.085
C2 1.615 0.845 -0.060
N1 1.377 2.087 -0.689
N2 0.500 2.411 0.186
N3 0.690 1.201 0.948
I1 3.397 -0.189 0.019
H1 -0.495 0.492 -0.817
H2 0.212 -0.781 0.594

Below is 2 unconnected molecules or ions with the total composition C3H6F2IN, with properties calculated with ωB97M-V/def2-TZVPD.

The value obtained for the LUMO energy (alpha / beta) is -0.0430 / -0.0430 Ha. The HOMO energy (alpha / beta) is -8.1 / -8.1 eV. For the orbital gap (alpha / beta), the calculation gives 6.93 / 6.93 eV. Its multiplicity is 1.

Element x y z (Å)
C1 0.324 0.586 -1.229
C2 0.833 0.304 1.152
C3 -0.605 -1.274 -0.108
N1 0.348 -0.370 -0.084
F1 -0.901 -1.935 1.006
F2 -0.743 -2.088 -1.182
I1 -2.990 0.805 0.255
H1 0.391 0.006 -2.079
H2 -0.691 1.143 -1.163
H3 1.116 1.289 -1.141
H4 0.309 1.278 1.305
H5 0.715 -0.273 2.160
H6 1.893 0.528 1.109

Below is a molecular structure, C20H35Cl2IN3RbS2Sb, with properties calculated with ωB97M-V/def2-TZVPD.

The value obtained for the LUMO energy is -0.1005 Ha. Its net charge is +1. The HOMO energy is -10.1 eV. For the orbital gap, the calculation gives 7.40 eV. Its multiplicity is 1.

Element x y z (Å)
Rb1 1.390 0.313 0.714
Cl1 2.378 -3.078 -0.650
C1 3.886 -3.479 0.140
Cl2 4.498 -1.953 0.834
H1 4.588 -3.885 -0.583
H2 3.701 -4.179 0.943
I1 1.133 -3.134 6.584
C2 1.722 -1.378 5.532
C3 2.070 -0.231 6.225
C4 2.575 0.845 5.513
C5 2.641 0.756 4.126
N1 2.316 -0.356 3.483
C6 1.868 -1.419 4.170
H3 1.985 -0.170 7.281
H4 2.827 1.796 5.963
H5 2.996 1.587 3.524
H6 1.579 -2.286 3.610
C7 -4.353 0.737 1.562
C8 -3.297 0.882 2.601
C9 -3.283 0.156 3.758
C10 -2.133 0.216 4.531
N2 -1.084 0.946 4.126
C11 -1.097 1.712 3.076
S1 0.194 2.759 2.522
N3 -2.271 1.738 2.346
C12 -2.012 -0.447 5.858
H7 -4.850 -0.256 1.668
H8 -3.940 0.868 0.551
H9 -5.179 1.471 1.686
H10 -4.138 -0.431 4.051
H11 -2.291 2.288 1.502
H12 -2.818 -0.099 6.528
H13 -1.025 -0.164 6.267
H14 -2.049 -1.537 5.779
C13 -2.950 2.318 -1.929
S2 -1.409 1.950 -1.120
C14 -0.920 3.585 -0.568
H15 -3.617 2.930 -1.303
H16 -3.494 1.370 -2.117
H17 -2.781 2.866 -2.872
H18 -0.182 3.996 -1.288
H19 -0.436 3.435 0.401
H20 -1.785 4.251 -0.437
C15 0.498 0.945 -6.061
C16 -0.083 1.028 -4.674
Sb1 0.832 -0.274 -3.180
C17 2.885 -0.466 -3.987
C18 3.036 -1.602 -4.987
C19 -0.235 -2.151 -3.530
C20 -0.903 -2.304 -4.883
H21 -0.128 1.383 -6.850
H22 0.597 -0.146 -6.359
H23 1.498 1.398 -6.046
H24 -1.115 0.719 -4.680
H25 0.014 2.067 -4.237
H26 3.478 -0.674 -3.097
H27 3.203 0.487 -4.411
H28 2.651 -2.543 -4.569
H29 4.109 -1.742 -5.304
H30 2.396 -1.383 -5.893
H31 -0.997 -2.180 -2.716
H32 0.496 -2.967 -3.373
H33 -1.728 -1.590 -4.966
H34 -1.267 -3.312 -5.125
H35 -0.188 -1.986 -5.655

Below is a single C3H5FS2 molecule, with properties calculated with ωB97M-V/def2-TZVPD.

The value obtained for the LUMO energy is -0.0193 Ha. As for the structure (SMILES): C[C@H](F)C(=S)S. The HOMO energy is -9.0 eV. For the orbital gap, the calculation gives 8.48 eV. Its multiplicity is 1.

Element x y z (Å)
C1 1.324 -0.033 0.749
C2 0.345 -0.371 -0.444
F1 0.954 -0.005 -1.610
C3 -0.909 0.405 -0.409
S1 -1.065 1.997 -0.301
S2 -2.209 -0.771 -0.260
H1 2.139 -0.812 0.809
H2 1.712 0.900 0.502
H3 0.776 -0.015 1.710
H4 0.148 -1.403 -0.371
H5 -3.215 0.106 -0.375

Below is a molecular structure, C21H20N2O4, with properties calculated with ωB97M-V/def2-TZVPD.

The value obtained for the LUMO energy is -0.0211 Ha. The HOMO energy is -8.5 eV. For the orbital gap, the calculation gives 7.98 eV. Its multiplicity is 1.

Element x y z (Å)
C1 6.205 -3.063 0.836
C2 5.708 -2.107 -0.295
C3 4.339 -1.870 -0.661
C4 4.071 -1.142 -1.665
C5 5.137 -0.494 -2.384
C6 6.470 -0.904 -2.210
C7 6.864 -1.772 -1.076
H1 7.895 -1.626 -1.009
H2 7.230 -0.332 -2.975
H3 4.728 -0.052 -3.357
C8 2.672 -0.977 -2.260
O1 2.392 -0.767 -3.322
N1 1.917 -0.739 -0.777
C9 0.431 -0.682 -0.972
C10 -0.266 -0.471 -2.030
C11 -1.651 -0.547 -1.920
C12 -2.255 -0.326 -0.515
C13 -1.425 -0.436 0.509
C14 -0.198 -0.438 0.300
H4 0.492 -0.702 1.228
C15 -2.260 -0.128 1.638
O2 -2.011 -0.464 2.703
N2 -3.645 -0.055 1.026
C16 -3.653 -0.261 -0.309
O3 -4.627 0.232 -1.093
C17 -4.833 0.291 1.966
H5 -5.592 -0.202 1.688
H6 -4.618 -0.149 2.793
C18 -4.952 1.634 2.190
O4 -3.888 2.297 2.792
C19 -3.438 3.502 1.849
H7 -3.733 4.495 2.390
H8 -2.367 3.465 1.961
C20 -3.918 3.232 0.671
H9 -4.057 4.135 0.061
H10 -3.427 2.543 -0.202
C21 -5.281 2.703 0.861
H11 -5.714 1.613 0.067
H12 -6.080 3.255 1.004
H13 -5.790 1.733 2.734
H14 -2.403 -0.490 -2.721
H15 0.188 -0.952 -3.097
H16 2.408 -0.943 -0.034
H17 3.839 -2.462 0.147
H18 5.553 -3.134 1.414
H19 6.964 -2.460 1.463
H20 6.579 -3.982 0.593

Below is 2 unconnected molecules or ions with the total composition C3H10N2O2, with properties calculated with ωB97M-V/def2-TZVPD.

The value obtained for the LUMO energy is 0.0314 Ha. As for the structure (SMILES): CC(O)O.C=NN. The HOMO energy is -8.5 eV. For the orbital gap, the calculation gives 9.37 eV. Its multiplicity is 1.

Element x y z (Å)
C1 0.191 2.018 -0.796
C2 0.264 0.539 -1.101
O1 1.340 0.303 -1.977
O2 -0.937 0.094 -1.690
H1 -0.793 2.318 -0.428
H2 0.375 2.622 -1.697
H3 0.954 2.312 -0.070
H4 0.459 -0.306 -0.226
H5 1.320 -0.596 -2.347
H6 -1.157 0.709 -2.410
C3 -1.246 -1.091 2.411
N1 -0.732 -1.308 1.243
N2 0.576 -1.688 1.272
H7 -0.714 -1.269 3.359
H8 -2.320 -0.868 2.466
H9 1.500 -1.250 1.183
H10 0.922 -2.540 0.807

E_tot values (in eV) by entry order: -14672.4882 -18232.2969 -87781.6529 -27579.1431 -33256.5525 -10344.9694.
Energy relative to the best compared isomer or geometry (same formula, charge and spin) values (in kJ/mol) by entry order: 409.3 71.0 0.0 32.8 1652.3 436.0.
Largest force on an atom values (in eV/A) by entry order: 3.5 2.8 2.3 3.1 14.1 5.7.